1.
C17H19N3O3 | ωB97M-V/def2-TZVPD

Geometry as XYZ:
```
42
Properties=species:S:1:pos:R:3:forces:R:3
O 0.21479 -0.51929 4.55583 0.3 -0.1 0.2
O -0.26127 2.47349 -4.58353 0.0 -0.4 -0.1
O 3.18227 -2.70334 -3.41267 -0.1 0.0 -0.2
N 2.52884 -2.29448 -1.31161 0.5 -0.4 0.1
N -0.44174 -1.05017 0.43557 -0.2 0.2 0.4
N -0.92600 -0.52061 2.58886 -0.4 0.1 -0.1
C 0.35780 -1.47081 -0.52323 0.3 -0.3 -0.1
C 2.14956 -1.79196 1.01664 -0.3 0.1 -0.5
C -0.24415 3.71919 -3.92825 0.0 0.2 0.1
C 1.31728 -1.35532 2.02579 -0.1 0.0 0.1
C 0.38147 0.23603 -4.75077 -0.1 0.2 0.0
C 1.85010 0.38888 -2.41077 0.0 -0.3 -0.2
C -3.20807 -0.84216 4.45976 0.2 0.1 0.1
C 1.77629 -0.81623 -3.09895 0.1 0.3 -0.2
C -2.49358 1.54508 4.02852 0.1 -0.1 0.2
C 1.68501 -1.83906 -0.30046 -0.4 0.2 0.6
C 1.05340 -0.87235 -4.28949 0.1 0.0 0.2
C -0.80377 -0.32039 3.93296 -0.4 0.2 0.2
C 1.19026 1.51098 -2.87652 -0.1 0.3 -0.1
C 0.01822 -0.98047 1.68207 0.5 -0.2 -0.3
C 2.53169 -2.01394 -2.65386 0.2 0.0 0.0
C -2.08256 0.18460 4.59316 -0.1 0.0 0.0
C 0.43736 1.44166 -4.04586 0.0 -0.2 0.0
H 2.44150 0.46355 -1.50989 0.0 0.0 0.1
H -3.51483 -0.96785 3.42327 -0.1 0.0 -0.1
H -0.19280 0.20305 -5.66284 -0.1 0.0 -0.1
H -3.33692 1.93731 4.59249 -0.1 0.1 0.0
H 3.16156 -2.09795 1.24034 0.1 0.0 0.0
H -1.67130 2.25282 4.10521 0.0 0.1 0.0
H 1.64490 -1.30344 3.04980 0.0 0.0 0.0
H 3.21261 -2.99104 -1.03812 -0.1 0.1 -0.2
H -1.81489 -0.32373 2.14869 0.1 0.0 0.1
H 0.76825 4.13208 -3.87618 0.0 0.0 0.0
H -0.86934 4.37650 -4.53035 0.1 0.0 0.1
H -0.66137 3.64778 -2.91876 0.0 0.0 0.0
H 1.02348 -1.80069 -4.83916 0.0 -0.1 -0.1
H -2.79060 1.47251 2.98410 -0.1 0.0 -0.1
H -1.84145 0.30421 5.65398 0.1 -0.1 -0.2
H -2.88883 -1.80814 4.84415 0.0 -0.1 0.0
H -4.07391 -0.51513 5.03116 -0.1 0.0 0.0
H -0.08284 -1.52374 -1.50846 0.0 0.0 -0.1
H 1.27360 2.43254 -2.32262 0.0 0.1 0.0
```
Forces are in eV/Å.

* max |F|: 0.0142 Eh/bohr
* charge: 0
* HOMO level: -8.23 eV
* orbital gap: 8.826 eV
* SMILES: COc1ccc(C(=O)Nc2ccc(NC(=O)C(C)C)nc2)cc1

Charge distribution, natural (NBO) scheme, values in e: O -0.605; O -0.506; O -0.590; N -0.614; N -0.445; N -0.618; C 0.026; C -0.186; C -0.255; C -0.265; C -0.287; C -0.145; C -0.598; C -0.204; C -0.598; C 0.087; C -0.140; C 0.694; C -0.338; C 0.353; C 0.673; C -0.308; C 0.404; H 0.221; H 0.197; H 0.227; H 0.216; H 0.218; H 0.219; H 0.263; H 0.411; H 0.413; H 0.178; H 0.203; H 0.178; H 0.231; H 0.197; H 0.228; H 0.220; H 0.216; H 0.208; H 0.222

=====

2.
C6H9ClO | ωB97M-V/def2-TZVPD

Geometry as XYZ:
```
17
Properties=species:S:1:pos:R:3:forces:R:3
Cl -1.94195 -0.06100 -1.73816 0.2 -0.8 -0.1
O 3.12010 1.05444 -0.81132 2.0 -1.5 -0.6
C -1.81571 -1.11588 -0.29176 -0.7 -0.6 0.2
C -0.60242 -1.01906 0.55219 -0.9 0.3 -0.2
C -1.78438 -0.22566 0.98264 0.6 -3.3 -0.7
C 0.89631 1.60078 -0.45983 0.9 -1.0 2.3
C 2.02184 0.60922 -0.92062 -1.4 7.5 2.2
C 0.69101 -1.24418 0.65309 0.7 -2.4 2.5
H 1.39322 2.48610 -0.06768 0.1 0.0 0.0
H 1.23057 -1.00434 1.65564 -0.9 0.0 -2.0
H 0.19992 1.92304 -1.18672 -0.9 -0.2 -0.8
H -2.37518 -2.16240 -0.40927 1.1 2.7 0.5
H 1.15871 -2.09099 0.08381 -0.3 1.3 0.2
H -2.45069 -0.38322 1.77363 -0.5 -1.3 1.4
H 0.40863 1.07206 0.43090 0.3 1.2 -1.5
H -1.70831 0.78467 0.92677 0.3 3.0 -1.2
H 1.55834 -0.22357 -1.17331 -0.6 -5.0 -1.9
```
Forces are in eV/Å.

* max |F|: 0.1542 Eh/bohr
* charge: 0
* HOMO level: -9.34 eV
* orbital gap: 9.665 eV
* SMILES: C=C1C[C@H]1Cl.CC=O

Charge distribution, natural (NBO) scheme, values in e: Cl -0.050; O -0.508; C -0.247; C -0.007; C -0.452; C -0.740; C 0.452; C -0.418; H 0.220; H 0.230; H 0.227; H 0.257; H 0.227; H 0.233; H 0.217; H 0.234; H 0.126

=====

3.
C8H13N4 | ωB97M-V/def2-TZVPD

Geometry as XYZ:
```
25
Properties=species:S:1:pos:R:3:forces:R:3
N -0.76954 2.54830 -1.58402 0.4 -0.4 1.6
N 0.91988 -1.06927 1.91723 2.2 -0.1 0.6
N 1.07845 -1.94293 0.94448 -1.2 -1.1 -1.1
N -1.37691 -0.82405 0.96714 -1.6 -1.5 1.9
C -0.77102 0.02289 1.84263 -0.2 -2.7 0.9
C -0.49519 -0.09227 -2.50391 0.3 -0.4 0.1
C 2.13308 -0.16198 1.93018 -1.0 -1.6 0.6
C -0.13062 2.29673 -2.69811 -1.7 -0.6 -1.1
C -1.03974 1.47894 -0.82049 -0.4 1.3 1.4
C -0.11454 0.99490 -3.23366 1.7 0.6 -1.5
C -0.88407 0.16352 -1.15390 0.5 -0.7 -2.6
C -1.23362 -0.92660 -0.32618 0.0 -2.8 0.2
H -1.26299 -0.01877 2.78549 0.1 0.1 0.8
H 0.09251 3.15686 -3.31647 0.5 0.0 0.0
H -0.40477 -1.09934 -2.96029 -0.3 0.7 0.6
H 2.49545 0.02238 0.97787 -0.2 0.9 -2.1
H 2.05256 0.61380 2.60736 -0.9 2.2 0.8
H -1.41801 1.66566 0.19350 -0.2 0.5 -0.8
H 0.66333 -2.89436 1.17441 0.3 1.6 0.1
H 2.94959 -0.68463 2.33648 0.8 -1.5 0.7
H -1.77813 -1.63341 1.54338 0.6 1.2 -1.9
H 0.32766 0.92962 -4.25348 -0.6 -0.4 0.9
H -1.47586 -1.96787 -0.74740 0.2 1.9 0.5
H -0.46608 0.93646 1.54284 1.2 2.5 -0.9
H 0.90857 -1.51459 2.83491 -0.7 0.3 0.2
```
Forces are in eV/Å.

* max |F|: 0.0569 Eh/bohr
* charge: +1
* HOMO level (alpha / beta): -12.07 / -12.08 eV
* orbital gap (alpha / beta): 7.336 / 7.347 eV

Charge distribution, natural (NBO) scheme, values in e: N -0.384; N -0.232; N -0.554; N -0.468; C -0.166; C -0.106; C -0.417; C 0.101; C 0.088; C -0.247; C -0.243; C 0.220; H 0.217; H 0.219; H 0.244; H 0.239; H 0.213; H 0.186; H 0.331; H 0.224; H 0.435; H 0.245; H 0.255; H 0.209; H 0.390

=====

4.
C5H13N3 | ωB97M-V/def2-TZVPD

Geometry as XYZ:
```
21
Properties=species:S:1:pos:R:3:forces:R:3
N 1.23068 -1.47128 1.17649 0.1 0.1 1.4
N -0.61037 -0.39933 -1.84964 0.8 -0.4 0.2
N 2.11902 0.17198 -0.08243 -1.7 -0.2 -1.8
C 2.55387 0.34823 2.31659 -0.2 0.1 -0.2
C -1.79560 0.15113 -1.37171 -0.4 0.5 -0.6
C -2.98737 -0.26451 -1.80908 0.3 -0.1 0.1
C -1.62228 1.27699 -0.39301 0.3 -0.2 -0.1
C 1.92218 -0.23415 1.09235 0.0 -1.9 -0.1
H 1.83833 0.41214 3.13630 0.0 0.0 0.0
H 0.18953 0.21476 -1.94107 -0.3 0.1 0.2
H 3.38736 -0.28124 2.62803 0.1 0.0 0.1
H -2.57911 1.69128 -0.08944 0.0 0.0 0.0
H -3.90298 0.22714 -1.53974 -0.1 0.0 0.3
H 0.32506 -1.51670 0.72472 0.2 0.0 0.1
H 1.50391 -0.55816 -0.62721 1.9 1.8 0.4
H 1.31850 -1.98610 2.03881 -0.4 0.1 0.1
H -3.04747 -1.10248 -2.48796 -0.1 0.0 -0.2
H 2.91214 1.34320 2.06503 0.1 0.0 0.1
H -0.99575 2.05998 -0.82791 -0.1 0.1 0.0
H -0.66983 -1.00891 -2.65284 -0.3 0.1 0.1
H -1.08983 0.92601 0.49373 0.0 0.0 0.0
```
Forces are in eV/Å.

* max |F|: 0.0527 Eh/bohr
* charge: 0
* HOMO level: -8.23 eV
* orbital gap: 9.153 eV
* SMILES: [H]/N=C(/C)N.C=C(C)N

Charge distribution, natural (NBO) scheme, values in e: N -0.883; N -0.842; N -0.673; C -0.680; C 0.199; C -0.523; C -0.648; C 0.429; H 0.221; H 0.388; H 0.230; H 0.224; H 0.203; H 0.398; H 0.332; H 0.375; H 0.189; H 0.243; H 0.218; H 0.381; H 0.217

=====

5.
AsF6H15O7 | ωB97M-V/def2-TZVPD

Geometry as XYZ:
```
29
Properties=species:S:1:pos:R:3:forces:R:3
As 0.84369 3.53979 1.49188 0.3 0.2 -0.4
F 0.28285 3.92526 -0.13902 -0.2 -0.3 0.2
F 2.35979 3.01778 0.73671 -0.5 0.1 0.4
F 1.39596 5.19063 1.63633 -0.1 -0.7 0.0
F 1.45352 3.12365 3.05575 0.0 0.1 -0.2
F -0.69658 3.93980 2.17255 0.1 0.2 -0.1
F 0.22034 1.89694 1.28977 0.2 0.0 -0.2
O 0.39520 -3.27908 -0.30630 0.3 -0.1 -0.3
O -0.71074 -1.22592 -3.48761 0.2 -0.1 0.2
O 3.27408 -0.67255 -0.15198 -0.2 0.0 -0.3
O 0.52201 0.82778 -1.71494 0.1 0.1 -0.2
O -2.79426 -0.44316 0.12744 0.0 0.1 -0.4
O -2.53392 -2.58013 2.31801 -0.2 0.2 0.0
O -0.10105 -0.75200 0.30888 -0.3 -0.2 -0.7
H -3.10531 -0.34308 -0.78191 0.1 0.0 0.1
H 0.24423 -0.07921 -0.36843 0.2 0.2 0.2
H 0.04716 1.67731 -1.72718 0.1 -0.1 0.3
H -1.09167 -0.61780 0.29195 -0.2 -0.1 0.3
H -0.06166 -0.63126 -3.08253 -0.2 0.0 -0.1
H -0.12761 -4.06915 -0.48885 -0.1 0.2 0.1
H 1.45407 1.07398 -1.80692 -0.1 0.1 0.3
H 0.06796 -1.68335 -0.04263 -0.1 0.2 0.4
H -3.10948 -2.98534 2.97689 0.1 0.0 0.0
H -2.49978 -1.64875 2.56795 0.1 -0.1 0.1
H 3.80258 0.09779 -0.39997 -0.1 0.0 0.2
H -0.25295 -2.06684 -3.59254 -0.1 0.1 -0.1
H 3.00014 -1.05717 -0.99172 0.2 0.0 0.0
H -3.58308 -0.65869 0.63743 0.2 -0.1 0.1
H 1.30453 -3.51723 -0.52903 -0.1 0.0 0.2
```
Forces are in eV/Å.

* max |F|: 0.0157 Eh/bohr
* charge: 0
* HOMO level: -11.53 eV
* orbital gap: 10.626 eV

Charge distribution, natural (NBO) scheme, values in e: As 2.830; F -0.652; F -0.646; F -0.619; F -0.619; F -0.625; F -0.666; O -0.954; O -0.953; O -0.931; O -0.974; O -0.962; O -0.948; O -0.805; H 0.498; H 0.555; H 0.530; H 0.552; H 0.483; H 0.507; H 0.509; H 0.544; H 0.477; H 0.472; H 0.485; H 0.464; H 0.448; H 0.504; H 0.496

=====

6.
C20H34BrN3OPdSSi | ωB97M-V/def2-TZVPD

Geometry as XYZ:
```
62
Properties=species:S:1:pos:R:3:forces:R:3
Pd 0.34550 0.37730 0.14510 0.1 0.8 -1.0
Br 0.03600 -0.02510 2.53800 -0.2 -0.2 1.6
S -1.78820 1.77220 -0.50970 0.7 0.1 0.5
Si -0.00030 0.05280 4.82290 0.1 0.0 -0.5
O 2.64760 -0.03130 -0.43500 -0.3 0.3 0.2
N -0.98610 -1.35310 -0.92970 0.6 -0.5 0.8
N -3.81860 0.67070 -1.75880 -0.4 0.1 -0.3
N -2.15690 -0.82780 -1.37060 -0.9 0.1 -0.8
C 2.58720 -1.21930 -0.89160 0.2 -0.3 -0.1
C -2.22020 1.86000 4.45670 0.2 -0.1 -0.1
C -2.52750 0.39280 -1.24140 -0.2 -0.2 0.1
C 1.00280 2.73760 5.07220 -0.2 -0.2 0.0
C -2.82690 -0.41050 5.13960 0.3 -0.1 0.0
C 1.37170 -1.82820 -1.36900 0.1 0.2 0.2
C 0.14080 -0.99610 -1.48700 -0.1 0.5 -0.8
C -1.85100 1.13810 6.80940 0.3 -0.1 -0.2
C 1.80820 -2.15080 5.20590 -0.1 0.3 0.0
C 0.33710 -1.78920 5.41610 0.0 0.1 0.1
C 3.70050 -3.34450 -1.40120 0.2 -0.2 -0.1
C 1.35680 -3.13300 -1.80940 0.0 0.0 0.0
C -1.78640 0.69190 5.34630 0.1 0.0 0.0
C 3.74710 -2.04410 -0.94690 0.2 0.1 0.0
C 2.68730 1.06280 4.48810 -0.2 -0.1 -0.1
C -0.47190 -2.78070 4.57570 0.0 0.2 -0.1
C 1.43500 1.29470 5.33860 -0.1 -0.1 0.1
C 2.51150 -3.90770 -1.84110 0.0 -0.5 -0.1
C 1.82670 1.17640 6.81320 -0.2 -0.2 -0.2
C -0.00670 -2.00880 6.89040 0.0 0.3 -0.1
H -2.14480 1.59380 3.40740 0.0 0.1 -0.2
H -4.26210 1.40550 -1.22290 0.1 -0.1 0.0
H 3.13700 0.09540 4.67950 0.1 -0.2 0.0
H -1.19370 1.98420 6.98670 0.1 0.2 0.1
H 2.45540 1.12510 3.42970 0.0 0.0 -0.2
H 1.83930 3.41850 5.23800 0.2 0.0 0.0
H 2.23030 0.19170 7.02870 0.1 -0.1 0.1
H -1.53700 -2.67990 4.74660 -0.2 0.0 0.0
H 2.48170 -4.92620 -2.21960 0.0 0.0 0.1
H 1.97360 -3.20680 5.42590 -0.1 -0.2 0.0
H -1.61750 2.74440 4.62690 0.1 0.2 0.0
H 2.45950 -1.57540 5.85770 0.2 0.1 0.0
H -0.18790 -3.80360 4.82670 0.1 -0.2 0.1
H -0.28080 -2.62870 3.51900 0.0 -0.1 -0.2
H -2.78750 -0.77350 4.11780 -0.1 -0.2 -0.2
H 0.19530 3.04370 5.73160 -0.1 0.1 0.1
H -4.39030 -0.16440 -1.81300 0.1 0.0 0.1
H 0.68110 2.84750 4.04170 -0.1 0.1 -0.2
H 0.97140 1.34130 7.46270 -0.1 0.1 0.2
H -1.55590 0.33310 7.47750 0.0 -0.1 0.2
H -1.06790 -1.85890 7.06520 -0.2 0.0 0.1
H 2.59310 1.91260 7.06120 0.1 0.1 0.0
H 0.41660 -3.55420 -2.14740 -0.1 0.0 0.0
H 3.43340 1.82770 4.71180 0.1 0.1 0.1
H 4.61300 -3.94350 -1.41170 -0.1 0.1 0.0
H 2.09290 -1.97590 4.17360 0.2 0.0 -0.2
H 0.12170 -0.32720 -2.38020 -0.1 -0.2 0.5
H -2.86630 1.44370 7.06930 -0.2 0.0 0.0
H -3.25940 2.12180 4.66240 -0.2 0.0 0.1
H 0.23970 -3.02870 7.19140 0.1 -0.2 0.0
H -3.83020 -0.02170 5.32160 -0.1 0.1 0.0
H -2.67200 -1.24200 5.82130 0.0 -0.2 0.1
H 4.68440 -1.61450 -0.60010 -0.1 0.0 0.0
H 0.54250 -1.32160 7.52870 0.1 0.1 0.2
```
Forces are in eV/Å.

* max |F|: 0.0318 Eh/bohr
* charge: -2
* HOMO level: 0.37 eV
* orbital gap: 3.730 eV

Charge distribution, natural (NBO) scheme, values in e: Pd 0.204; Br -0.277; S -0.568; Si 1.767; O -0.791; N -0.341; N -0.859; N -0.429; C 0.402; C -0.619; C 0.225; C -0.611; C -0.610; C -0.195; C -0.049; C -0.608; C -0.611; C -0.544; C -0.167; C -0.180; C -0.542; C -0.376; C -0.617; C -0.617; C -0.542; C -0.377; C -0.608; C -0.608; H 0.256; H 0.362; H 0.205; H 0.200; H 0.251; H 0.191; H 0.200; H 0.203; H 0.172; H 0.192; H 0.203; H 0.191; H 0.186; H 0.249; H 0.235; H 0.191; H 0.351; H 0.236; H 0.199; H 0.199; H 0.199; H 0.191; H 0.196; H 0.185; H 0.162; H 0.238; H 0.170; H 0.191; H 0.186; H 0.191; H 0.191; H 0.191; H 0.183; H 0.200

=====

Which of these has the lowest charge?
C20H34BrN3OPdSSi

=====

Which value of max |F| does entry 5 give?
0.0157 Eh/bohr

=====

What is the max |F| in the second record?
0.1542 Eh/bohr